Computed, not measured: a molecular structure, C3H4O2Rh at a distorted geometry, with the ωB97M-V functional and the def2-TZVPD basis.

```
10
Properties=species:S:1:pos:R:3:forces:R:3:lowdin_charge:R:1
Rh 0.733 -0.429 1.267 3.1 -0.1 0.6 1.3096
O 1.642 -0.541 -0.217 2.1 -0.5 -2.0 -0.4077
O -0.936 -0.301 1.861 -7.3 0.3 2.5 -0.2204
C -2.178 -0.144 1.716 2.5 0.0 -0.8 -0.1955
C 1.985 0.082 -1.404 0.3 0.8 -2.1 -0.1516
C -3.269 0.091 1.206 -0.5 0.4 0.2 0.2720
H -4.222 0.457 0.876 0.0 -0.3 0.2 0.0827
H 1.086 0.276 -2.021 0.3 -0.2 0.3 0.0999
H 2.490 1.059 -1.281 -0.2 -0.5 0.5 0.1040
H 2.669 -0.549 -2.004 -0.3 0.1 0.5 0.1071
```
Forces are in eV/Å.

- Relative energy (zero: lowest compared OMol25 entry of this formula, charge and spin): 0.465 eV
- Gap between HOMO and LUMO (alpha / beta): 10.390 / 6.588 eV
- 2S+1: 5
- Energy: -10263.861 eV
- HOMO energy (alpha / beta): -14.195 / -14.501 eV
- <S²>: 6.032
- Maximum force: 7.7 eV Å⁻¹
- Charge: +1